No. 1
90
Properties=species:S:1:pos:R:3:forces:R:3 method="wB97M-V/def2-TZVPD" homo_lumo_gap_ev="4.504 / 6.321" e_homo_ha="-0.1568 / -0.2251" s_squared=0.753 e_tot_ev=-112724.8859 e_above_lowest_kj_mol=25.2 multiplicity=2 mol_weight_g_mol=816.55
C -5.2657 -2.3141 4.0924 0.3220 -0.1167 -0.4374
C 3.1732 -1.8572 -4.8243 -0.2579 -0.4799 0.1165
H -4.4662 1.0594 0.3561 0.3240 -0.3260 0.6021
C -3.8371 0.9090 1.2505 -0.8480 -0.1720 -4.0172
H 3.9907 -0.5089 -2.9231 0.3330 -0.4986 0.1617
C -2.8574 3.9544 -2.1055 -0.3063 0.0652 0.1605
H 2.0850 0.5614 4.9349 -0.1148 0.0961 -0.4202
H 6.0036 2.3071 0.5364 -0.2691 0.0387 -0.0985
Cl -1.9203 -2.3976 0.3503 0.0805 -0.6862 -0.1082
H 2.0910 4.1083 -0.6960 -0.1006 -0.0939 -0.0174
H -0.1168 -1.8857 2.4038 0.1955 0.1875 0.0739
H -2.4529 4.8448 -2.6041 0.0232 -0.3101 0.1590
H 5.4163 -3.8319 0.4521 -0.0074 0.1238 -0.2480
H -5.5707 2.7810 3.2253 -0.0705 0.0107 -0.0591
Cl 4.1331 2.1046 -2.5173 0.3956 -0.0049 -1.6301
C 4.3492 -1.2997 -2.2602 0.5567 0.0302 -0.0265
O -4.5713 -1.6401 0.6615 1.2454 -0.5315 -0.1444
C 0.7752 -1.2880 -4.4952 -0.3203 0.2007 0.0215
H -4.8179 3.5769 1.8154 -0.0171 0.1008 -0.0014
C 0.9734 -1.7176 4.7332 -0.1353 -0.4977 -0.0324
H -7.2622 -2.1439 0.6846 -0.0225 0.1441 0.3396
H 3.0685 -3.8466 -0.4203 0.3304 0.1338 -0.2461
C -1.3538 2.5802 -3.6253 -0.0324 -0.0417 -0.0265
O 0.6613 -0.1975 1.4944 -0.1683 -1.0809 1.7802
H -0.0343 -2.1487 4.8188 0.2960 0.1726 0.1068
C -6.7405 -2.1791 1.6411 0.8754 -0.2120 -0.1627
C 5.3193 3.0926 0.1866 0.3569 0.5266 0.1604
O -2.8739 0.0101 1.2674 1.8190 -1.9231 -0.5375
O -3.3174 -1.8742 2.6847 0.3182 -0.3547 -0.6610
C 1.7620 0.5266 3.8857 0.0913 0.1813 -0.1121
H 1.6681 -2.5405 4.4787 -0.1917 0.4303 0.1851
C -6.6617 -2.3476 4.0757 -0.4246 -0.1890 -0.2399
C 5.6741 -1.2979 -1.8108 -0.3982 -0.0300 0.0814
C 6.0817 -2.2707 -0.8993 -0.0800 -0.0782 0.2470
H -3.3978 0.5883 4.0074 0.1329 0.0413 -0.0401
H 7.1306 -2.3220 -0.5922 -0.4025 0.0193 0.0179
H 2.6435 0.5307 3.2231 -0.3205 0.0025 0.3276
H 4.0760 -2.3787 -4.4921 -0.3310 0.2464 0.0896
H -7.2014 -2.4095 5.0173 0.0516 -0.0667 -0.1594
N 0.9735 -0.6872 3.6956 0.0953 -0.1901 -0.2782
H 2.7963 -0.2606 -6.2332 -0.0509 -0.2352 -0.0634
C 3.6368 0.5550 0.2243 0.0665 0.2089 -0.3159
H 1.2780 -1.2764 5.6920 -0.2329 -0.1677 -0.3763
H 0.0796 -1.2269 -3.6465 0.1755 -0.0873 -0.3944
H -3.5316 2.3531 4.1674 0.1185 0.0333 0.1077
C -3.2323 1.5472 3.5029 -0.6593 0.0182 -0.6339
H 0.3570 -1.9609 -5.2590 -0.0461 0.3241 0.1022
H -3.8905 3.7922 -2.4574 0.4147 -0.0081 0.0108
H -2.2634 2.1704 -0.3862 0.0293 -0.1850 -0.1323
N -2.0112 2.7900 -2.3352 0.2019 -0.1886 0.0821
O -0.9963 0.9559 -1.4689 -1.2110 1.8729 -0.4284
H 3.2250 0.5704 1.2434 0.0497 0.2251 -0.3292
H 1.3464 2.5532 -1.1343 0.5992 0.0667 0.2529
H 2.9620 -0.0655 -0.3995 0.3363 0.2487 0.3452
O 1.1654 -1.7782 -1.7981 1.5639 -1.1970 -1.3419
C -5.3512 -2.0907 1.6547 -0.4203 0.5032 1.5622
C -5.1560 2.6189 2.2320 0.7351 -0.5917 -0.0274
C 3.8159 -3.1606 -0.8349 0.4678 -0.0329 -0.3002
Si 3.8069 2.2925 -0.5517 -1.1048 -1.3649 1.7950
H 1.1447 1.4078 3.6459 0.2805 -0.3110 0.1187
H -2.8929 4.1307 -1.0234 -0.0628 0.0915 -0.3143
C -1.7626 1.9465 -1.3422 0.7398 -0.5941 -0.0463
C 3.3061 -1.2316 -6.1847 0.0397 0.2025 -0.0646
N -4.0687 1.6481 2.3012 -0.8729 2.2594 3.8385
H -0.3224 2.9699 -3.5998 -0.3774 -0.0788 -0.0640
Yb -0.0389 -0.7928 -0.6078 -1.1826 0.7415 1.5563
C 2.1077 -2.4168 -2.5899 -0.1296 -0.0152 -0.0385
H 1.8443 -3.4919 -2.6662 0.1436 0.1683 0.0413
C 0.4817 -0.9632 2.4867 0.2667 1.2199 -0.7421
H -4.6795 -2.3642 5.0073 -0.2117 0.1151 -0.0657
H 5.8905 3.6786 -0.5491 -0.3194 -0.0413 0.1916
H 1.6560 2.9518 0.5666 0.1166 -0.0177 -0.0900
C -4.6144 -2.1830 2.8761 -1.3852 0.3627 -0.4479
H 6.3643 -0.5262 -2.1655 -0.1878 -0.3065 0.1363
C 5.1325 -3.1493 -0.3495 -0.1532 0.2446 -0.1709
C 2.0906 -1.8409 -4.0335 0.7622 -0.0952 0.1298
H -1.3098 1.5066 -3.8531 -0.0506 0.3744 0.0905
H 4.3674 -1.0357 -6.3746 -0.1664 -0.0466 -0.0951
B -3.2396 -1.4205 1.2791 -1.1435 1.2235 0.6474
C 2.0677 3.0404 -0.4466 0.1143 0.4535 0.1025
H 2.9362 -1.8611 -7.0077 0.0088 0.1110 0.2173
C 3.4694 -2.3141 -1.8939 -0.1274 0.1492 -0.1743
H 0.8605 -0.2718 -4.9179 0.0517 -0.3819 -0.0074
H -8.4679 -2.3725 2.8865 0.2699 0.0536 0.1199
H -5.9209 2.2092 1.5682 -0.1102 0.1004 0.1601
H 4.6108 0.0444 0.2686 -0.3109 0.0816 -0.0961
C -7.3795 -2.3031 2.8740 -0.1770 -0.2110 0.3917
H -2.1684 1.6398 3.2568 -0.0635 0.0196 0.0183
H -1.9429 3.1004 -4.3835 0.1999 -0.0897 0.0113
H 5.1116 3.7353 1.0529 -0.0190 -0.0942 -0.1955

No. 2
91
Properties=species:S:1:pos:R:3:forces:R:3 method="wB97M-V/def2-TZVPD" homo_lumo_gap_ev=5.854 e_homo_ha=-0.2814 e_tot_ev=-94280.8713 smiles="C[C@@H](Cl)[C@H](Cl)c1cccc2c1C(=O)c1cccc(F)c1C2=O.CN(C)P(=O)(N(C)C)N(C)C.CN(C)P(=O)(N(C)C)N(C)C" e_above_lowest_kj_mol=2361.9 multiplicity=1 mol_weight_g_mol=695.59
C 4.6064 -0.1645 -1.6264 2.2098 1.6752 -1.6977
O 2.3438 1.1919 -4.5677 2.8064 -6.3637 4.2069
H -3.6881 -3.0169 -2.0521 0.2136 0.2256 0.1561
N 2.0781 0.4417 5.9881 -3.1978 -1.1575 1.6521
H 1.9668 -1.0453 -6.4903 -2.3999 -1.1116 0.7766
F 6.2982 -0.3982 0.4263 -0.3543 1.7594 -4.6005
H -6.5441 1.9609 -0.7493 0.2535 -0.2077 -0.1333
C -7.0183 0.9949 -0.9310 0.0282 0.7818 0.1302
H -3.2882 -3.4914 -0.4170 -0.1614 0.2136 0.2432
C -4.1768 2.1848 -2.2619 0.1711 -0.2648 -0.5613
O 3.0873 -1.0170 0.3865 2.1749 0.2455 -8.2522
Cl 0.3349 0.9738 -7.1524 -0.8153 -1.3714 0.6872
H 1.5929 4.6691 5.0985 0.0985 -0.2993 -0.0305
P -4.7626 -0.3885 -1.7041 6.8140 0.9054 5.8383
C 0.6086 -3.5615 -4.0732 1.9911 1.7652 2.3052
H 1.4683 -1.2733 1.9807 0.2049 0.2108 0.2823
P 0.9834 1.0908 4.7436 6.0269 2.0625 -6.4442
C 2.0181 1.1184 7.2987 0.3282 0.6258 0.2757
C -3.8960 1.6572 0.0818 -0.1735 -0.1637 0.3714
H -7.4489 -1.5084 -1.5658 -0.2177 0.0257 0.1732
C 5.5126 1.2393 -4.0259 0.5505 -1.5308 4.0144
C 2.8454 0.1986 -3.8285 -0.9121 3.5070 -2.0483
H -6.5087 -2.2309 -0.2550 0.1902 0.3462 -0.1479
C 3.1967 0.0393 3.3118 0.3899 -0.5344 0.6927
C 7.0288 1.4646 -3.3600 -4.4135 -2.3362 2.0924
O -3.5724 -0.6083 -2.6697 -3.7342 -0.7898 -2.8104
C 7.2393 0.8996 -1.8327 -1.9046 -0.4877 -0.9871
H -3.8495 1.8055 -3.2356 -0.0635 -0.1032 0.1193
H 3.4413 0.7884 2.5519 -0.0207 -0.0298 -0.0594
H 8.3063 1.0402 -1.3230 -2.7031 -0.3863 -1.1759
O 0.0313 1.6555 3.6612 -3.0182 -1.5532 3.3502
C 3.2642 2.7997 4.6845 0.2457 -0.3052 0.0800
N -4.1462 1.1353 -1.2494 0.1127 2.1978 -0.1845
H 0.4051 -5.2088 -2.2945 1.1979 2.5936 -0.5827
H -1.0670 -1.0800 -7.1291 1.7294 1.1424 1.9493
H -2.2923 -2.2704 -1.2316 0.0378 -0.0811 -0.0880
H -2.0923 0.4106 -5.2662 2.1347 -1.3791 0.6741
H -1.4779 -1.0952 -4.2932 0.9548 1.6888 -1.3724
C -7.0243 -1.3209 -0.5725 -0.2380 -0.7094 0.4645
H -5.1869 2.5853 -2.3915 -0.0926 0.3163 -0.0907
H -7.8438 -1.1808 0.1415 0.1169 0.2496 -0.1725
C 0.8773 -4.1533 -2.5636 1.4837 3.4785 -1.1061
H 0.1014 3.7655 4.9903 0.0974 -0.1580 0.0012
C 1.0353 -0.3761 2.4318 -0.5465 0.0627 0.3433
H 3.5011 -0.9374 2.9176 -0.1886 0.1146 -0.0979
H -7.9123 1.0011 -0.2960 0.1937 -0.3286 -0.1207
H 1.8512 -1.6210 5.4040 -0.0475 0.4276 -0.0165
H 2.4646 -1.3893 7.0204 -0.0934 0.3084 0.0223
H 3.6167 2.5722 3.6791 0.0817 -0.1738 0.0406
H -3.0790 1.1218 0.5644 -0.1034 -0.0744 0.1177
H 0.7438 -1.0808 6.6713 0.1559 -0.1155 0.1926
Cl 0.7510 -3.0543 -7.2883 0.2280 1.2866 1.1381
N 1.8361 2.5668 4.8008 0.4970 2.1157 0.8654
C 0.9631 -1.5751 -6.1346 1.0328 0.3281 0.8911
C 4.3532 0.4327 -3.1443 2.4443 0.2094 0.9028
H 2.0309 -3.7022 -0.3846 -0.6719 0.9039 -2.5732
C 1.7744 -3.3176 -1.4701 -0.5411 1.9696 -4.2066
H -0.0256 -4.2316 -4.8214 1.5923 1.7349 1.7669
H -3.9225 -2.2737 1.3825 0.0646 -0.0709 -0.1660
H 0.9859 1.2018 7.6553 0.1496 -0.0278 0.2115
C 1.1295 3.7120 5.3635 -0.5988 -0.0380 -0.2290
H -0.4705 0.5911 -4.3128 -1.2080 -1.9751 -1.3137
C -3.8622 -1.3381 0.8142 -0.7489 -0.0328 0.3750
H -7.3350 0.9521 -1.9785 -0.1930 0.0988 0.1425
C 2.1301 -1.2401 -3.5024 -1.0270 -2.6912 0.8543
H 0.0002 -0.6334 2.6835 0.1831 0.2893 -0.0615
C -3.3177 -2.6335 -1.0946 -0.1957 0.2392 -0.5393
H 1.0289 0.4179 1.6758 -0.0820 -0.0753 -0.0529
H -4.7752 1.6230 0.7275 -0.0987 -0.0856 0.2385
N -4.1926 -1.5695 -0.5848 0.0556 -1.1484 0.1060
H 3.8303 0.1962 4.1873 -0.2515 0.2100 -0.0142
C -0.3332 -0.5899 -6.3257 -0.4553 -0.5295 0.1887
H -3.5721 2.7043 0.0709 -0.1507 -0.1912 -0.4072
C 6.0814 0.1035 -0.9601 -1.4515 0.7291 -2.6048
H 3.5348 3.8503 4.8413 -0.4516 -0.1072 0.1089
H 2.4584 2.1166 7.2690 -0.1744 -0.0296 -0.3014
C 1.2190 -2.1008 -4.6030 0.5205 -1.6667 3.8503
N 1.7759 0.0398 3.6301 -0.2583 -0.8716 -0.3894
H -4.5624 -0.6640 1.3122 0.1374 0.0822 -0.2750
C 3.3571 -0.9769 -0.9229 -1.2502 -0.7647 4.0419
H 2.6050 0.5789 8.0516 -0.1941 -0.1690 -0.2953
H -3.5080 3.0207 -2.0275 -0.1015 -0.2614 0.1693
C 1.7644 -0.9785 6.2840 0.2583 -0.8113 -0.1446
C 2.3952 -1.8557 -1.9702 -1.2211 -1.4518 -1.7723
H -2.8451 -0.9505 0.9310 0.0432 0.0132 -0.0158
H 3.8514 2.2290 5.4060 0.2102 -0.1821 0.0240
C -1.1131 -0.1882 -4.9406 -0.5556 1.2056 -0.5437
H 1.0767 3.6519 6.4548 -0.0058 0.2593 0.2355
H 7.8517 2.0130 -4.0100 -1.8123 -1.3580 1.8453
H 5.2085 1.6204 -5.0957 0.7428 -0.8487 2.4531
N -6.1310 -0.1358 -0.5941 -2.0543 -1.2010 -2.9756

No. 3
93
Properties=species:S:1:pos:R:3:forces:R:3 method="wB97M-V/def2-TZVPD" homo_lumo_gap_ev=5.020 e_homo_ha=-0.0331 e_tot_ev=-174587.0749 charge=-2 e_above_lowest_kj_mol=90.7 multiplicity=1 mol_weight_g_mol=1000.41
N -3.4817 0.6511 2.6776 0.0696 -0.0769 0.1058
H 0.0246 2.9957 5.7840 -0.0070 -0.0095 -0.0089
S 0.7033 -0.7629 2.0699 -0.1147 -0.0225 0.0988
H -2.7071 2.6828 3.5568 -0.0338 -0.0026 -0.0266
H -2.4546 2.2646 -2.6479 -0.0018 -0.0051 -0.0217
H 1.2850 -1.9373 5.9869 -0.0081 0.0037 0.0202
C -1.1578 -3.4836 0.8212 0.0143 -0.0182 0.0097
C -2.5268 -4.3874 2.7504 -0.0003 0.0113 -0.0083
C 3.2548 -0.2208 -1.4567 0.0503 0.0300 -0.0284
H 1.6673 -4.6145 2.6443 0.0043 0.0039 0.0013
H -0.2033 -3.7328 1.2851 -0.0035 0.0202 -0.0102
C -2.4692 1.3612 2.0425 0.0229 -0.1608 0.0041
Cl 3.5366 3.4360 5.6626 -0.0116 -0.0239 -0.0395
C -0.0181 1.9935 -3.0535 0.0358 0.0545 0.1587
C -1.8363 1.9363 -4.6823 0.0709 -0.0396 0.0320
Cl 5.1254 0.7371 4.1705 -0.0419 0.0037 -0.0084
C 0.4564 0.8906 -5.1768 0.0029 -0.0052 0.0867
C 2.7592 0.2219 -5.6608 -0.0097 0.0143 -0.0032
C -0.8386 3.0422 2.9046 0.0632 0.1511 -0.0052
C 2.1564 -3.8077 3.1943 -0.0059 -0.0165 -0.0100
C -2.2178 -3.1905 1.8632 -0.0046 0.0259 0.0543
H -1.5672 2.4385 5.3035 -0.0323 -0.0661 0.0154
C 1.8492 0.9832 -4.9533 0.0118 -0.0073 -0.0234
H 0.2232 5.5754 4.7331 -0.0212 -0.0039 0.0114
C 0.6125 -1.3296 -2.5398 -0.0739 0.0422 -0.0228
C -0.4658 1.6243 -4.3295 -0.0448 -0.0492 -0.1181
C 0.3807 2.3437 -1.9405 -0.0839 -0.2705 0.1225
H 1.0197 -1.6052 -0.4596 -0.0223 -0.0167 -0.0243
N 0.0713 2.9169 2.0129 0.0816 -0.1688 0.0447
C -3.6256 2.3041 -6.3097 0.0028 0.0048 0.0176
H -1.2825 -0.7106 -2.9137 -0.0189 -0.0079 0.0182
N -2.0872 2.4691 2.7941 0.0741 0.0162 0.2050
H -1.6244 -4.7333 3.2505 0.0133 -0.0043 0.0115
H -1.1766 -2.3262 -2.7417 0.0037 -0.0090 0.0069
C 0.4057 4.8105 3.9774 -0.0498 0.0237 0.0647
H 0.8354 -0.2656 -2.5397 -0.0342 0.0291 -0.0168
C 1.9327 -2.2473 5.1690 -0.0273 0.0328 -0.0213
H -1.4886 -4.3355 0.2200 -0.0011 -0.0031 0.0094
H 3.0513 -1.2706 -7.1960 0.0004 0.0009 -0.0004
P -0.5559 -1.5573 3.3618 0.0831 0.0227 0.0512
H 1.0867 -4.2000 5.0022 -0.0033 0.0092 0.0083
H 2.1944 1.6650 -4.1854 0.0081 0.0013 -0.0045
H 2.8754 -2.6198 5.5761 -0.0046 -0.0078 -0.0093
C 2.8834 -1.6979 -1.5263 0.0777 -0.0505 -0.0069
Cl 3.3134 2.9259 2.2251 0.0678 0.0753 -0.0069
H 0.9833 3.2721 2.2837 -0.0223 0.0267 0.1017
H -3.1375 -2.9119 1.3377 -0.0075 0.0099 0.0026
H 2.3476 -2.9830 2.5092 0.0017 0.0099 -0.0017
H 0.4571 5.2907 3.0019 0.0113 0.0055 -0.0011
Ge 3.0310 1.6754 4.1887 0.0186 -0.0520 0.1009
H 4.3477 -0.1452 -1.5593 -0.0003 0.0291 0.0015
H 1.3673 4.3430 4.2096 0.0055 -0.0017 -0.0324
H 0.9556 -1.7223 -3.5078 0.0012 0.0213 -0.0305
H 3.1085 1.3569 -0.1539 0.0500 -0.0206 0.0339
H -3.7263 -0.1703 2.1393 0.0179 0.0268 0.0381
N -0.7107 3.8728 4.0103 0.1231 -0.1412 -0.1259
Hg 0.2005 1.9328 0.0612 -0.0269 0.2947 -0.5869
H 0.6129 -1.4825 -7.6291 -0.0049 0.0007 -0.0004
C 0.9736 -0.7786 -6.8855 -0.0018 -0.0015 -0.0022
H -4.7753 2.8209 -3.1797 -0.0026 -0.0005 0.0000
S -1.1294 -0.4702 4.9186 -0.0726 0.1291 0.0142
C -4.0905 2.5836 -3.9874 0.0259 -0.0001 0.0011
H 2.8220 0.3173 -2.3048 0.0037 -0.0164 0.0445
O -0.0357 -3.0109 3.8590 -0.0080 -0.0087 0.0148
H 1.2326 -3.0678 -1.4149 -0.0303 0.0126 0.0011
C -2.3113 1.9848 -6.0126 -0.0204 0.0011 0.0087
H -3.9371 2.3360 -7.3492 0.0012 -0.0018 -0.0027
H -2.2423 0.2141 0.5349 -0.0013 0.0366 0.0032
O -1.9496 -2.0314 2.6789 -0.0461 -0.0688 -0.1086
H 3.2665 -2.0921 -2.4752 0.0083 -0.0072 0.0039
H -1.0001 -0.1762 -6.3583 0.0040 -0.0161 -0.0054
H -1.6215 1.8022 -6.8250 0.0001 0.0085 -0.0171
C -4.5403 2.6009 -5.3052 -0.0241 0.0012 -0.0198
N -1.9698 1.1218 0.9005 -0.0292 -0.0023 -0.1081
H 3.0878 -0.0852 0.5946 0.0016 -0.0161 0.0148
C 2.3380 -0.6707 -6.6438 0.0174 -0.0152 -0.0130
H 3.8170 0.3248 -5.4421 0.0049 0.0018 0.0047
N -0.8429 -1.4458 -2.3662 0.0053 0.0242 -0.0237
C -0.9266 3.3141 5.3461 -0.0225 0.0247 -0.0626
C 1.3906 -1.9810 -1.4145 -0.0451 -0.0623 0.0408
H 2.1478 -1.3717 4.5556 0.0092 -0.0066 -0.0009
H -2.9332 -5.1993 2.1418 0.0009 0.0049 -0.0018
H -1.0130 -2.6347 0.1578 0.0574 0.0650 -0.0481
H 3.4137 -2.2335 -0.7294 0.0003 0.0189 0.0088
H 3.1077 -4.1776 3.5831 0.0092 -0.0022 -0.0028
C -2.7812 2.2639 -3.6815 -0.0357 0.0299 0.0200
H -3.2607 -4.1154 3.5102 0.0023 0.0028 -0.0011
N 2.7653 0.4064 -0.2325 -0.0720 0.1305 0.0584
C 0.0550 -0.0223 -6.1759 0.0049 0.0065 -0.0160
H -1.3787 4.0748 5.9856 0.0063 -0.0145 0.0281
C 1.2812 -3.3448 4.3468 0.0037 -0.0106 -0.0089
H -5.5682 2.8484 -5.5417 -0.0022 -0.0009 -0.0003
H -3.1474 0.3333 3.5940 -0.0181 0.0134 -0.0572